Below is a cluster of 2 separate species, C3H7FN4 in total at a distorted geometry, with properties calculated with ωB97M-V with the def2-TZVPD basis set.

Structure (XYZ):
```
15
Properties=species:S:1:pos:R:3:forces:R:3
C -0.3616 0.3062 0.3771 -5.4 -3.8 -3.0
C 2.8391 -0.1560 -0.1811 -0.3 1.1 -2.1
C -2.1001 0.1896 -1.3707 -2.3 0.9 1.0
N -0.8080 0.0540 -0.9889 0.9 0.7 2.2
N 0.6133 1.1154 0.5087 2.9 0.4 -1.0
N 2.7853 -0.9743 0.5862 0.2 2.8 -1.6
N -1.1398 -0.3496 1.3163 0.8 1.6 -2.1
F 2.7949 0.6172 -1.1336 0.6 -0.1 0.6
H -2.9166 0.7002 -0.7639 1.7 -0.7 -0.3
H -2.3675 0.1628 -2.3969 0.3 -0.6 -0.8
H -0.1591 -0.2656 -1.7178 0.0 0.8 0.6
H 0.9466 1.5063 1.3429 -0.1 0.7 1.9
H 2.7832 -1.7573 1.0896 0.2 -4.0 2.9
H -2.0009 -0.8419 1.0675 0.4 -0.3 -0.3
H -0.9088 -0.3070 2.2644 0.2 0.4 1.9
```
Forces are in eV/Å.

Output
Gap between HOMO and LUMO (alpha / beta)   6.077 / 7.247 eV
Total energy   -11877.116 eV
Charge   +2
F_max   7.3 eV/Å
Multiplicity   3
⟨S²⟩   2.037

=====

Below is a structure of composition C29H40IrN5O3S2 at a distorted geometry, with properties calculated with ωB97M-V with the def2-TZVPD basis set.

Structure (XYZ):
```
80
Properties=species:S:1:pos:R:3:forces:R:3
Ir 0.5382 -0.6712 1.7472 -1.0 0.0 -1.1
C -7.9745 -3.6521 -7.2066 0.0 0.0 0.0
O -6.6471 -3.2181 -6.8078 0.0 -0.1 0.0
C -6.0930 -3.6706 -5.7301 0.1 0.0 0.0
C -6.7092 -4.5788 -4.8310 0.0 0.0 0.0
C -6.0198 -4.9805 -3.7302 -0.1 0.0 0.0
C -4.7165 -4.4736 -3.4649 0.2 -0.2 0.1
C -4.0815 -3.5901 -4.3946 0.0 0.0 -0.1
C -4.7577 -3.1994 -5.4956 0.0 0.0 0.0
N -4.1356 -4.9244 -2.3509 -0.1 0.1 0.5
N -3.0142 -4.6875 -1.9459 0.6 0.3 -1.0
C -2.0461 -4.0658 -1.3975 -0.6 -0.2 0.6
C -0.6849 -4.5530 -1.5995 0.2 0.0 0.1
C 0.3742 -3.9219 -1.0673 -0.1 0.0 -0.1
C 0.1913 -2.7645 -0.2102 0.5 0.3 -0.1
O 1.1632 -2.1525 0.2912 -0.8 -0.5 0.4
C -1.1725 -2.3113 0.0791 0.0 -0.1 0.1
N -1.2642 -1.3060 0.9757 0.4 0.1 0.0
C -2.4737 -0.9339 1.3873 -0.1 0.1 0.0
C -3.6340 -1.5311 0.9048 0.0 0.0 0.0
C -3.5493 -2.5417 -0.0329 0.0 0.1 0.1
C -2.2853 -2.9452 -0.4571 0.1 0.0 -0.1
H -8.1683 -3.1390 -8.1403 0.0 0.0 0.0
H -8.7020 -3.3539 -6.4546 0.0 0.0 0.0
H -7.9784 -4.7291 -7.3608 0.0 0.0 0.0
H -7.7012 -4.9579 -5.0247 0.0 0.0 0.0
H -6.4444 -5.6890 -3.0304 0.0 0.0 0.0
H -3.0600 -3.2686 -4.2356 0.0 0.0 0.0
H -4.3202 -2.5520 -6.2432 0.0 0.0 0.0
H -0.5677 -5.4367 -2.2136 0.0 0.0 0.0
H 1.3869 -4.2636 -1.2338 0.0 0.0 0.0
H -2.5181 -0.1475 2.1280 0.0 0.0 0.0
H -4.5897 -1.1931 1.2795 0.0 0.0 0.0
H -4.4454 -3.0302 -0.3941 0.0 0.0 0.0
O 2.1849 -0.6436 2.8233 0.7 0.2 0.5
S 3.7050 -0.5417 2.4485 0.0 0.0 -0.1
C 4.4486 0.0393 4.0043 -0.1 0.0 -0.1
C 5.4724 -1.0144 4.4137 0.0 0.0 0.0
C 4.8524 -2.3634 4.0647 0.0 0.0 0.0
C 4.3478 -2.2289 2.6321 0.0 0.0 -0.1
H 3.6005 0.0837 4.6909 0.0 0.0 0.0
H 4.8460 1.0395 3.8472 0.0 0.0 0.0
H 5.6932 -0.9210 5.4759 0.0 0.0 0.0
H 6.4084 -0.8685 3.8715 0.0 0.0 0.0
H 4.0218 -2.5870 4.7361 0.0 0.0 0.0
H 5.5714 -3.1774 4.1387 0.0 0.0 0.0
H 3.5362 -2.8982 2.3479 0.0 0.0 0.0
H 5.1489 -2.3171 1.8960 0.0 0.0 0.0
C 2.3185 3.9970 4.2147 0.0 0.0 0.0
C 0.9312 4.5629 4.5162 0.0 0.0 0.0
C 0.2642 5.3367 3.3771 0.0 0.0 0.0
C -0.3168 4.4869 2.2569 0.0 -0.1 0.0
N 0.7389 3.8283 1.4644 0.0 0.1 0.0
C 0.9037 2.5460 1.2353 -0.1 -0.1 0.3
S -0.3362 1.4209 1.7777 0.2 -0.2 0.1
N 1.9859 2.0938 0.6209 0.1 0.0 -0.1
C 3.0822 2.9393 0.1298 0.0 0.0 0.0
C 2.7750 3.6499 -1.1831 0.0 0.0 0.0
C 3.8814 4.6308 -1.5607 0.0 0.0 0.0
C 3.5968 5.3420 -2.8769 0.0 0.0 0.0
H 2.7597 3.5769 5.1186 0.0 0.0 0.0
H 2.9928 4.7810 3.8618 0.0 0.0 0.0
H 2.3001 3.2014 3.4656 0.0 0.0 0.0
H 1.0197 5.2438 5.3635 0.0 0.0 0.0
H 0.2630 3.7620 4.8484 0.0 0.0 0.0
H 0.9599 6.0699 2.9534 0.0 0.0 0.0
H -0.5659 5.9207 3.7788 0.0 0.0 0.0
H -0.9028 5.0995 1.5715 0.0 0.0 0.0
H -0.9719 3.7171 2.6605 0.0 0.0 0.0
H 1.4489 4.4512 1.1017 0.0 0.0 0.0
H 1.9603 1.1189 0.3607 0.0 0.0 0.0
H 3.9478 2.2877 0.0151 0.0 0.0 0.0
H 3.3470 3.6491 0.9196 0.0 0.0 0.0
H 1.8186 4.1802 -1.1163 0.0 0.0 0.0
H 2.6545 2.9021 -1.9720 0.0 0.0 0.0
H 4.8315 4.0930 -1.6261 0.0 0.0 0.0
H 4.0004 5.3662 -0.7587 0.0 0.0 0.0
H 3.5053 4.6285 -3.6971 0.0 0.0 0.0
H 4.3994 6.0331 -3.1279 0.0 0.0 0.0
H 2.6700 5.9156 -2.8237 0.0 0.0 0.0
```
Forces are in eV/Å.

Output
Gap between HOMO and LUMO (alpha / beta)   5.887 / 6.104 eV
Total energy   -68798.660 eV
Charge   +3
Energy relative to the best compared isomer or geometry (same formula, charge and spin)   80.7 kJ/mol
F_max   1.5 eV/Å
Multiplicity   2
⟨S²⟩   0.760

=====

Below is the molecule C4H7NS2 at a distorted geometry, with properties calculated with ωB97M-V with the def2-TZVPD basis set.

Structure (XYZ):
```
14
Properties=species:S:1:pos:R:3:forces:R:3
C -1.8392 -0.2521 -0.0651 1.7 -0.9 0.0
C -1.3306 1.1809 -0.2822 -1.5 0.1 1.1
S 0.1795 1.6319 0.6427 -0.6 0.3 -0.1
S 1.6411 1.0212 -0.6134 0.4 0.1 0.2
C 2.3666 -0.3994 0.3030 -2.3 1.1 -0.8
C 1.4411 -1.4836 0.2527 -0.4 -1.0 0.4
N 0.7493 -2.3739 0.0386 0.0 -0.1 0.2
H -1.0048 -1.0343 -0.1597 -1.3 1.3 -0.3
H -2.0800 -0.3108 1.0349 -0.7 -0.3 -1.3
H -2.6021 -0.4518 -0.8765 0.3 0.0 1.6
H -2.1622 1.8100 0.1831 1.3 -0.2 -0.7
H -1.2355 1.4513 -1.3296 0.2 0.1 0.0
H 2.7777 -0.0968 1.2119 0.3 0.2 1.6
H 3.0992 -0.6925 -0.3403 2.6 -0.7 -1.7
```
Forces are in eV/Å.

Output
Gap between HOMO and LUMO   9.544 eV
Total energy   -27421.168 eV
Structure (SMILES)   CCSSCC#N
Energy relative to the best compared isomer or geometry (same formula, charge and spin)   65.3 kJ/mol
F_max   3.2 eV/Å
Multiplicity   1

=====

Below is a structure of composition C24H33LuN3O5Si at a distorted geometry, with properties calculated with ωB97M-V with the def2-TZVPD basis set.

Structure (XYZ):
```
67
Properties=species:S:1:pos:R:3:forces:R:3
Lu -17.2640 -0.3270 -1.3596 1.5 0.4 2.4
C -19.4592 -4.4062 -1.3715 -0.9 -0.6 -0.6
C -19.8047 -3.1629 -2.1400 -1.9 0.1 -0.6
C -21.2697 -2.6798 -1.9644 0.6 -0.7 -0.8
O -19.5699 -3.4082 -3.5497 0.0 0.3 0.6
C -18.8964 -2.0488 -1.7439 0.6 -2.1 0.5
O -19.2353 -0.8489 -1.9436 0.0 0.0 -0.2
O -17.7590 -2.4048 -1.2168 -1.2 1.3 -1.1
H -20.0077 -5.2621 -1.8403 0.7 0.6 0.4
H -19.7987 -4.3116 -0.3450 0.1 0.0 0.2
H -18.3816 -4.4794 -1.3989 0.1 -0.7 0.0
H -21.9258 -3.4775 -2.3235 0.0 0.0 0.4
H -21.4498 -1.8123 -2.5895 0.0 0.2 -0.1
H -21.4805 -2.3852 -0.9545 -0.2 -0.1 0.6
H -20.1309 -2.7761 -4.0175 0.1 -0.1 -0.2
C -17.1839 -3.0779 2.2455 -0.5 1.1 -0.5
Si -15.8192 -1.9627 1.5144 -0.4 0.8 -0.2
C -14.8716 -2.8963 0.1802 0.0 1.1 1.1
C -14.5491 -1.2239 2.6704 0.1 0.5 1.6
N -16.6315 -0.4885 0.7984 1.4 -2.4 -2.2
C -17.4314 0.2427 1.5503 -1.7 0.3 3.1
C -17.7692 -0.0347 2.9636 0.1 1.8 -1.1
C -18.5536 0.8615 3.6803 -0.6 -0.7 0.6
C -19.1860 1.9664 3.0946 1.1 -0.7 0.1
C -18.9002 2.2132 1.7706 -0.8 0.4 -0.7
C -18.1255 1.3366 1.0248 -1.1 0.7 0.5
O -18.0672 1.4672 -0.3989 -0.6 0.4 -1.2
C -19.1365 1.9363 -1.3150 0.5 0.0 2.1
C -20.5082 1.8751 -1.0037 1.3 -1.0 1.4
C -21.3677 2.4352 -1.9083 -0.1 -0.4 0.2
C -20.8867 2.9807 -3.0721 -1.2 0.9 -1.1
C -19.5608 3.0320 -3.3583 0.7 0.5 0.1
C -18.6452 2.5091 -2.4614 0.0 -0.3 -0.1
H -18.1245 -2.8326 1.6760 0.8 -0.3 0.5
H -17.4020 -2.8619 3.2954 0.1 -0.3 -0.1
H -16.9840 -4.1271 2.1174 0.2 -0.5 0.0
H -15.5703 -3.1246 -0.5842 -0.3 -0.4 -1.1
H -14.4809 -3.8170 0.6022 0.2 -0.1 0.0
H -14.0526 -2.2415 -0.1445 -0.1 -0.4 -0.2
H -14.0687 -1.8807 3.4220 -0.3 -0.1 -0.5
H -15.0048 -0.4292 3.3137 0.1 -0.5 -0.6
H -13.7190 -0.7241 2.1537 -0.3 -0.2 -0.2
H -17.4157 -0.9007 3.4947 0.3 0.0 -0.2
H -18.7781 0.6448 4.7469 0.2 0.1 -0.9
H -19.8623 2.5502 3.6799 -0.1 0.5 0.1
H -19.3792 3.0637 1.2726 0.2 -0.3 0.1
H -20.8439 1.3491 -0.0686 0.4 0.8 -1.1
H -22.4094 2.4495 -1.7016 -0.7 -0.1 0.1
H -21.5695 3.4524 -3.7827 0.1 -0.2 0.3
H -19.2336 3.6610 -4.1673 0.2 -0.3 -0.5
H -17.5930 2.5337 -2.6949 0.3 0.2 0.3
N -15.5312 0.3748 -2.4543 2.5 2.1 -2.0
C -14.6890 0.9795 -3.0379 -1.8 -2.3 1.0
N -13.7080 1.4445 -3.7133 0.8 1.0 1.3
C -12.5766 2.1686 -2.9460 -0.2 -0.8 0.4
C -12.2421 3.5337 -3.5453 -1.0 0.8 0.1
O -12.2677 3.5167 -4.9657 -0.3 -0.9 0.0
C -13.5094 2.9637 -5.4926 0.5 1.8 1.0
C -13.6793 1.4990 -5.1734 0.2 0.3 -0.8
H -11.7219 1.4762 -3.0167 -0.3 0.3 0.1
H -12.8862 2.2687 -1.8643 0.3 -0.2 -1.2
H -11.2608 3.8957 -3.2111 -0.1 -0.5 -0.2
H -12.9481 4.3105 -3.1377 0.2 -0.7 -0.5
H -13.4999 3.1985 -6.5360 0.1 -0.2 -0.7
H -14.2900 3.5933 -5.0237 -0.2 -0.6 -0.2
H -12.7786 0.9650 -5.5340 -0.6 0.0 0.2
H -14.6064 1.0905 -5.6472 0.8 0.2 0.7
```
Forces are in eV/Å.

Output
Gap between HOMO and LUMO   6.628 eV
Total energy   -81626.613 eV
Charge   +1
Energy relative to the best compared isomer or geometry (same formula, charge and spin)   83.9 kJ/mol
F_max   3.9 eV/Å
Multiplicity   1